(1)
The following is a quantum chemistry calculation of C21H20N2OPdS6 as an isolated structure at a distorted geometry, from the Open Molecules 2025 dataset.

Calculated values
* strongest force on any atom: 0.02121 Eh/bohr
* 2S+1: 1
* relative energy (zero: lowest compared OMol25 entry of this formula, charge and spin): 1.099 eV
* HOMO-LUMO gap: 4.597 eV
* total charge: -2
* LUMO level: 4.3 eV

Structure (XYZ):
```
51
C21H20N2OPdS6 (ωB97M-V with the def2-TZVPD basis set)
Pd 0.912 0.371 0.158
S 0.978 -3.582 2.723
C 2.574 -3.052 2.377
C 2.574 -1.966 1.556
C 1.284 -1.480 1.157
C 0.318 -2.272 1.728
C -1.123 -2.142 1.577
C -2.019 -3.100 2.093
C -3.376 -2.941 1.907
C -3.840 -1.835 1.204
C -2.894 -0.938 0.728
N -1.588 -1.073 0.911
H 3.427 -3.574 2.788
H 3.499 -1.505 1.227
H -1.642 -3.965 2.623
H -4.068 -3.678 2.299
H -4.895 -1.674 1.023
H -3.198 -0.061 0.164
O -1.900 1.266 -1.474
C -1.160 2.345 -2.054
C -1.130 3.548 -1.121
C -0.707 3.195 0.302
C 0.705 2.689 0.527
C 1.811 3.474 0.074
C 3.008 3.406 0.720
C 3.153 2.480 1.788
C 2.089 1.685 2.108
N 0.841 1.817 1.561
H -1.225 0.756 -0.989
H -1.642 2.608 -3.001
H -0.145 2.013 -2.273
H -2.128 3.999 -1.072
H -0.467 4.309 -1.548
H -1.388 2.451 0.715
H -0.834 4.106 0.910
H 1.664 4.166 -0.747
H 3.841 4.026 0.407
H 4.094 2.363 2.311
H 2.164 0.914 2.868
C 4.155 0.944 -1.255
S 3.889 1.642 -2.906
C 3.428 0.193 -3.774
C 2.298 -0.548 -3.589
S 0.956 -0.403 -2.546
S 2.222 -1.956 -4.673
C 3.690 -1.728 -5.551
S 4.193 -2.708 -6.802
S 4.569 -0.374 -4.985
H 4.489 1.760 -0.618
H 4.897 0.148 -1.275
H 3.185 0.593 -0.908
```

(2)
The following is a quantum chemistry calculation of C36H35BeN4O2P2S as an isolated structure at a distorted geometry, from the Open Molecules 2025 dataset.

Calculated values
* strongest force on any atom: 0.02613 Eh/bohr
* 2S+1: 1
* relative energy (zero: lowest compared OMol25 entry of this formula, charge and spin): 0.232 eV
* HOMO-LUMO gap: 8.310 eV
* total charge: +1
* LUMO level: -2.4 eV

Structure (XYZ):
```
81
C36H35BeN4O2P2S (ωB97M-V with the def2-TZVPD basis set)
Be 0.767 0.711 -0.410
C 3.480 2.227 -3.024
C 2.275 1.804 -2.260
N 2.193 0.720 -1.575
O 3.328 -0.054 -1.527
C 1.076 2.643 -2.183
C 0.789 3.785 -3.097
N 0.276 2.213 -1.267
O -0.883 2.722 -1.019
H 4.306 1.540 -2.862
H 3.776 3.231 -2.715
H 3.263 2.268 -4.093
H 3.039 -0.866 -1.093
H 1.362 4.676 -2.833
H -0.269 4.027 -3.017
H 1.024 3.528 -4.131
C -2.323 -2.099 0.795
N -1.308 -1.127 0.385
P -1.529 0.573 -0.120
C -2.849 0.416 -1.366
C -3.693 1.510 -1.573
C -4.685 1.451 -2.536
C -4.845 0.304 -3.302
C -4.004 -0.780 -3.109
C -3.004 -0.723 -2.148
C -2.478 1.316 1.255
C -1.993 2.487 1.837
C -2.680 3.092 2.879
C -3.859 2.530 3.348
C -4.354 1.372 2.763
C -3.674 0.770 1.716
P 0.243 -1.569 -0.116
C 0.023 -3.006 -1.226
C -0.165 -2.774 -2.588
C -0.475 -3.824 -3.438
C -0.587 -5.113 -2.937
C -0.370 -5.355 -1.589
C -0.063 -4.308 -0.734
C 1.073 -2.336 1.316
C 0.499 -2.406 2.580
C 1.219 -2.929 3.646
C 2.522 -3.365 3.458
C 3.105 -3.292 2.200
C 2.383 -2.782 1.135
H -3.155 -2.120 0.088
H -2.718 -1.844 1.780
H -1.900 -3.100 0.848
H -3.556 2.405 -0.982
H -5.332 2.305 -2.693
H -5.623 0.258 -4.053
H -4.125 -1.672 -3.710
H -2.353 -1.575 -2.003
H -1.092 2.938 1.440
H -2.305 4.006 3.321
H -4.404 3.007 4.151
H -5.282 0.942 3.120
H -4.098 -0.104 1.239
H -0.061 -1.768 -2.983
H -0.624 -3.643 -4.495
H -0.832 -5.933 -3.599
H -0.439 -6.362 -1.196
H 0.118 -4.503 0.315
H -0.517 -2.063 2.733
H 0.759 -2.992 4.624
H 3.082 -3.765 4.293
H 4.122 -3.632 2.050
H 2.823 -2.761 0.141
S 1.446 1.215 3.752
C 0.804 0.783 2.242
N 1.504 1.094 1.183
C 2.691 1.732 1.560
C 3.710 2.207 0.733
C 4.812 2.810 1.303
C 4.929 2.957 2.687
C 3.935 2.497 3.525
C 2.827 1.889 2.948
H -0.139 0.267 2.182
H 3.645 2.105 -0.336
H 5.603 3.175 0.662
H 5.804 3.435 3.106
H 4.010 2.602 4.599
```

(3)
The following is a quantum chemistry calculation of C2H2FIrO as an isolated structure at a distorted geometry, from the Open Molecules 2025 dataset.

Calculated values
* strongest force on any atom: 0.16209 Eh/bohr
* 2S+1: 5
* relative energy (zero: lowest compared OMol25 entry of this formula, charge and spin): 0.830 eV
* ⟨S²⟩: 6.02
* HOMO-LUMO gap (alpha / beta): 9.293 / 6.788 eV
* total charge: +2
* LUMO level (alpha / beta): -12.2 / -14.6 eV

Structure (XYZ):
```
7
C2H2FIrO (ωB97M-V with the def2-TZVPD basis set)
C -0.465 -0.021 -0.384
C -1.763 -0.099 -0.152
O 0.715 -0.029 -0.396
H -2.085 -1.111 -0.513
F -2.554 0.953 -0.336
Ir 2.383 0.135 0.472
H 3.769 0.172 1.310
```

(4)
The following is a quantum chemistry calculation of an isolated ion of composition C4H13N2S and charge +1 at a distorted geometry, from the Open Molecules 2025 dataset.

Calculated values
* strongest force on any atom: 0.07491 Eh/bohr
* 2S+1: 1
* relative energy (zero: lowest compared OMol25 entry of this formula, charge and spin): 2.071 eV
* HOMO-LUMO gap: 10.846 eV
* total charge: +1
* LUMO level: -2.9 eV
* SMILES string: CC[N@H+](C)[C@@H](N)S

Structure (XYZ):
```
20
C4H13N2S (ωB97M-V with the def2-TZVPD basis set)
C -0.969 -1.914 0.589
C -0.869 -0.836 -0.473
N -0.391 0.428 0.189
C -0.797 1.583 -0.551
C 1.137 0.406 0.415
N 1.631 0.351 -0.832
S 1.665 1.892 1.478
H -0.081 -2.376 1.070
H -1.808 -1.746 1.228
H -1.321 -2.875 0.058
H -1.953 -0.622 -0.798
H -0.194 -1.062 -1.379
H -0.825 0.215 1.075
H -0.445 1.412 -1.562
H -1.976 1.568 -0.608
H -0.469 2.551 -0.061
H 1.192 -0.476 1.063
H 2.226 -0.373 -1.172
H 2.018 1.169 -1.102
H 2.498 1.311 2.438
```

Which of these has the highest total charge? C2H2FIrO

What is the total charge in the third record? +2

Number 1 is which compound? C21H20N2OPdS6

What is the formula in the third record? C2H2FIrO